# 1
11
Properties=species:S:1:pos:R:3:nbo_charge:R:1 method="wB97M-V/def2-TZVPD" smiles="C=C=C=O.C=N" orbital_gap_ev=8.476 e_homo_ev=-8.7 e_tot_ha=-285.2896
C 1.61998 0.82260 0.18575 -0.257
C 1.43478 0.06106 1.25628 -0.389
C 0.65381 -0.89983 1.68892 0.709
O 0.11065 -1.75408 2.26725 -0.439
H 0.99880 0.74833 -0.70784 0.179
H 2.41258 1.56504 0.15055 0.193
C -1.48784 0.27721 -0.99928 -0.052
N -1.29250 -0.78352 -0.33916 -0.596
H -1.64298 0.33495 -2.08167 0.151
H -1.54040 1.22522 -0.46563 0.163
H -1.26687 -1.59698 -0.95518 0.337

***

# 2
23
Properties=species:S:1:pos:R:3:nbo_charge:R:1 method="wB97M-V/def2-TZVPD" total_charge=+1 orbital_gap_ev=11.896 e_homo_ev=-15.2 e_tot_ha=-329.8509
C -0.61268 0.15019 2.12907 -0.659
C 0.11324 -0.05792 0.82071 -0.020
C -0.72076 -0.68903 -0.27584 -0.449
C -0.12626 -0.72250 -1.71114 -0.422
C 1.16017 0.09460 -1.95682 -0.627
N 1.20823 -1.12299 1.16325 -0.696
H -1.23331 1.03771 2.02882 0.275
H -1.26312 -0.68041 2.40288 0.223
H 0.02113 0.36991 2.99159 0.227
H 0.58380 0.85990 0.49461 0.256
H -1.63501 -0.09827 -0.27493 0.246
H -1.13534 -1.65207 0.03857 0.220
H -0.91468 -0.36062 -2.36613 0.232
H 0.04742 -1.75355 -2.01431 0.216
H 1.84016 -0.44839 -2.60956 0.233
H 1.77425 0.29565 -1.09987 0.180
H 0.90716 1.02103 -2.45526 0.235
H 1.59607 -1.54670 0.31631 0.438
H 1.91058 -0.68445 1.74952 0.446
H 0.71774 -1.92119 1.56829 0.437
H -1.64895 2.15122 -0.89878 0.481
H -1.37360 3.35103 0.03601 0.495
O -1.21624 2.40684 -0.07696 -0.968

***

# 3
36
Properties=species:S:1:pos:R:3:nbo_charge:R:1 method="wB97M-V/def2-TZVPD" orbital_gap_ev=9.470 e_homo_ev=-10.1 e_tot_ha=-917.0892
O -2.83050 0.14894 0.99181 -0.932
H -2.28850 0.85394 0.81981 0.466
H -3.43150 0.00394 0.23081 0.463
O 0.84550 0.51594 -0.59919 -1.022
H 0.25250 -0.11306 -1.00319 0.474
H 0.63550 0.43994 0.40481 0.495
O -1.08150 2.91894 1.32381 -0.976
H -1.01650 2.27894 1.97881 0.472
H -1.15750 2.39794 0.48481 0.468
O -1.35950 1.86894 -1.22819 -1.000
H -0.65750 1.78494 -1.97019 0.451
H -2.05750 1.88794 -1.77119 0.454
O -0.20750 1.33194 3.27481 -0.962
H 0.14150 0.60494 2.72681 0.470
H -0.89350 0.80394 3.68981 0.465
O -1.09050 -2.00306 1.49081 -0.992
H -0.33150 -1.38806 1.72181 0.459
H -0.98450 -2.82006 1.98181 0.452
O 3.91550 0.48094 -0.59419 -0.939
H 2.93050 0.49994 -0.59619 0.485
H 3.98650 -0.38306 -1.03819 0.448
O -0.67250 -0.82206 -1.78619 -0.917
H -1.09150 -1.41306 -1.21019 0.508
H -1.34450 -0.13306 -1.90819 0.506
O 1.88650 -2.17406 1.19381 -0.950
H 2.20450 -1.93406 0.20581 0.547
H 2.37350 -2.87106 1.65581 0.512
O 0.53250 -0.77406 2.42481 -0.992
H 1.12150 -0.67506 3.25981 0.517
H 1.11850 -1.47306 2.01781 0.498
O -0.17050 -1.87406 -4.01119 -0.942
H -0.52950 -1.71906 -3.15919 0.465
H -0.27250 -2.87106 -3.95519 0.448
O 0.42850 2.04894 -2.72519 -0.880
H 0.57050 1.56094 -1.96619 0.486
H 0.52550 3.00894 -2.35619 0.498